{
  "formula": "C45H99BIN11O12P",
  "method": "wB97M-V/def2-TZVPD",
  "symbols": ["I", "P", "O", "O", "O", "O", "O", "O", "O", "O", "O", "O", "O", "O", "N", "N", "N", "N", "N", "N", "N", "N", "N", "N", "N", "C", "C", "C", "C", "C", "C", "C", "C", "C", "C", "C", "C", "C", "C", "C", "C", "C", "C", "C", "C", "C", "C", "C", "C", "C", "C", "C", "C", "C", "C", "C", "C", "C", "C", "C", "C", "C", "C", "C", "C", "C", "C", "C", "C", "C", "B", "H", "H", "H", "H", "H", "H", "H", "H", "H", "H", "H", "H", "H", "H", "H", "H", "H", "H", "H", "H", "H", "H", "H", "H", "H", "H", "H", "H", "H", "H", "H", "H", "H", "H", "H", "H", "H", "H", "H", "H", "H", "H", "H", "H", "H", "H", "H", "H", "H", "H", "H", "H", "H", "H", "H", "H", "H", "H", "H", "H", "H", "H", "H", "H", "H", "H", "H", "H", "H", "H", "H", "H", "H", "H", "H", "H", "H", "H", "H", "H", "H", "H", "H", "H", "H", "H", "H", "H", "H", "H", "H", "H", "H", "H", "H", "H", "H", "H", "H"],
  "coordinates": [[2.25930, -4.78485, 2.56497], [8.25182, -0.31900, 2.13370], [5.37697, 7.91970, 2.01982], [-6.51888, 0.07854, 3.50178], [8.89218, -0.96565, -1.17715], [-1.08905, -3.77812, -9.12576], [-3.49260, 0.28244, 0.56807], [-12.08025, 1.37435, 4.27379], [-1.89058, -5.58102, -4.90550], [0.89985, -5.99654, -1.21390], [1.91991, -1.81265, -3.78408], [7.91179, -2.96678, -0.27405], [-6.83184, 2.90027, 0.31281], [2.15880, -1.95660, -1.54029], [7.33892, -0.79972, 0.72348], [7.56188, -0.63928, 3.47744], [5.37441, -0.91484, -0.54867], [-1.09602, -5.06863, -1.66831], [0.27439, -1.99747, -9.12785], [-13.94525, 2.58956, 4.53595], [5.27722, 0.27881, 1.34117], [7.06277, 9.38458, 2.20400], [-5.20965, 3.12544, 1.84201], [-0.53195, -6.92335, -6.07651], [-8.34979, 1.08272, 2.74938], [3.65971, -2.10975, 0.85843], [-14.74633, 3.71826, 4.97431], [-11.83396, 3.44708, 5.44288], [0.55635, -7.25130, -6.97760], [2.26151, -2.48508, -2.81773], [-7.74033, 0.05291, 3.36704], [-9.76404, 1.27520, 2.47033], [-0.79251, -2.67925, -11.22962], [6.06563, -0.47572, 0.54577], [-8.59232, -1.08952, 3.85989], [-0.19156, -4.50084, -6.19851], [7.87841, -3.65409, -1.54196], [-1.03529, -7.30019, -0.68051], [-0.33132, -6.07715, -1.20865], [3.00560, -0.82243, -1.32492], [-0.55717, -2.87348, -9.75147], [-0.89809, -0.79238, 3.81112], [0.27137, -0.06490, 3.10201], [2.55388, -4.34498, 0.49218], [-12.61507, 2.38410, 4.70606], [-6.31288, 3.57390, 1.19286], [6.13141, 8.92542, -0.01688], [-2.54704, -4.99808, -1.73610], [2.75038, -3.89215, -2.98168], [0.98779, -0.87173, -9.70229], [6.15028, 8.69511, 1.47573], [-3.23248, -0.35706, 2.86442], [3.94195, -0.97205, -0.11461], [5.74177, 1.61294, 1.77276], [-0.94293, -5.69571, -5.66983], [1.61941, -0.62421, 3.50892], [-4.36278, 0.38236, -0.53318], [8.05197, 10.34063, 1.73797], [5.44354, 4.81286, 2.68597], [6.28008, 2.50419, 0.63007], [5.35515, 3.73238, 0.38093], [2.82332, 0.19564, 3.02759], [3.96466, 0.36546, 0.68343], [-4.06958, -0.49498, 1.62160], [-6.87378, 4.91518, 1.60476], [-4.46944, 3.76875, 2.90950], [5.75179, 4.94955, 1.19797], [-2.00493, -1.25889, 2.85974], [3.84473, -3.54418, 0.29945], [2.74560, 0.65374, 1.55723], [8.07842, -1.63340, -0.29614], [-7.16829, 4.90388, 2.65526], [2.06191, -1.00169, -9.55975], [9.05284, 9.99462, 1.99964], [7.23541, 2.92088, 0.93694], [-15.21172, 4.19891, 4.11264], [1.99896, -4.61979, -2.67935], [6.79871, 5.21895, 1.06206], [9.81398, -1.21175, -1.05977], [1.69167, -3.84935, 0.07169], [5.18619, 5.81057, 0.85066], [-10.35556, 0.44939, 2.83743], [2.64803, -5.30044, -0.00026], [0.78375, -0.78392, -10.76326], [0.17116, -7.79565, -7.84079], [3.94426, 1.11852, -0.11333], [6.21587, 4.24350, 3.21012], [-6.14077, 5.70574, 1.44238], [9.47223, -0.99190, 1.93724], [0.38601, -2.17750, -8.14273], [-2.89862, -4.14792, -1.14921], [7.99437, 10.46620, 0.66277], [4.61531, -4.09051, 0.83443], [-1.67395, -7.04069, 0.16394], [-1.62577, -1.37137, 1.84458], [-11.89067, 4.40081, 4.91681], [5.35220, 8.30770, -0.45236], [5.91597, 9.96990, -0.24236], [0.09238, -0.12720, 2.03110], [-14.40546, 1.84434, 4.03790], [-9.90364, 1.37088, 1.39115], [1.87534, 0.26634, 1.03655], [5.46862, 3.98596, -0.67211], [2.62151, 1.73570, 1.56739], [0.20129, 0.99062, 3.37473], [2.91992, 1.05942, 3.68163], [-7.94672, -1.82732, 4.32669], [8.48417, 1.05041, 1.97551], [7.08837, 8.64976, -0.46156], [-15.53462, 3.37381, 5.64506], [-1.47334, -3.45072, -11.57394], [-2.31076, -2.25670, 3.17625], [-1.63845, -7.76032, -1.46332], [-0.28822, -8.01384, -0.34737], [-2.99897, -5.90543, -1.35302], [-1.24045, -1.70421, -11.42319], [4.32211, 3.46234, 0.59144], [-3.79798, 0.78277, -1.37191], [-14.13697, 4.44779, 5.49561], [-5.08669, -0.14357, 1.78806], [-7.74999, 5.12209, 0.99837], [-4.47066, 3.12753, 3.79267], [-0.47763, -1.66254, 4.31653], [-1.07467, -7.67846, -5.68922], [7.67566, -2.98675, -2.37309], [1.05351, -6.35288, -7.32552], [6.49816, 1.53409, 2.54748], [-10.79456, 3.13755, 5.49597], [-7.69543, 1.78903, 2.45158], [-4.90961, 4.72582, 3.16781], [3.57127, -0.65859, -2.23712], [2.96214, -4.03092, -4.03430], [-4.13888, -1.53613, 1.28241], [7.88510, 11.30703, 2.21499], [-9.12083, -1.55883, 3.02998], [4.92164, 2.12779, 2.25609], [-0.63916, -3.60005, -5.78752], [0.68270, 0.05135, -9.20713], [4.29186, -1.99274, 1.73516], [3.65933, -4.10761, -2.42928], [4.50038, 4.29602, 2.85993], [-1.30114, -0.16640, 4.60394], [-5.20909, 1.05102, -0.35835], [-0.57338, -4.27657, -2.00528], [2.35274, 0.02041, -1.11988], [6.34518, 1.97301, -0.31695], [3.72319, -0.39822, 3.17801], [2.64372, -2.01649, 1.22831], [1.68401, -1.65339, 3.15610], [-0.26037, -4.46001, -7.28735], [-3.86966, -0.54445, 3.72563], [-10.10394, 2.18921, 2.94812], [5.59459, -1.86745, -0.84499], [-3.43573, 3.92743, 2.59720], [8.82806, -4.14211, -1.74294], [-9.31689, -0.73717, 4.59451], [1.69520, -0.67144, 4.59432], [-2.91501, 0.68699, 2.92557], [0.14327, -2.76403, -11.78309], [1.28363, -7.88445, -6.46552], [7.02060, 9.18714, 3.19123], [-2.84282, -4.86069, -2.77586], [4.04179, -3.46057, -0.76617], [-4.73938, -0.59572, -0.84339], [8.07321, -1.29829, 4.04833], [5.40662, 5.78304, 3.16678], [0.85590, -4.54335, -5.89089], [7.13341, -4.43602, -1.45856], [-12.21401, 3.57067, 6.45718], [-4.88416, 2.22319, 1.52465]],
  "forces_ev_per_a": [[-0.16, 0.09, -0.14], [-0.37, -0.35, 1.35], [0.03, 0.08, -0.04], [0.05, -0.28, 0.26], [-0.16, 0.20, 0.74], [0.02, 0.02, -0.18], [0.15, 0.02, 0.26], [-0.12, 0.04, 0.16], [0.01, 0.01, 0.11], [-0.25, -0.01, -0.22], [0.80, -0.95, 1.82], [-0.77, 0.35, -0.29], [-0.13, 0.03, 0.05], [0.74, -0.89, -0.19], [0.81, 0.47, 0.21], [0.23, 0.26, -0.25], [-0.46, -1.94, 0.72], [0.04, -0.17, 0.25], [-0.02, -0.03, -0.17], [0.09, 0.13, 0.07], [0.32, 1.15, -0.89], [0.03, -0.01, -0.17], [-0.14, 0.16, -0.05], [0.11, 0.12, 0.00], [-0.22, -0.11, 0.14], [0.38, -0.76, -0.29], [-0.10, -0.32, -0.19], [0.04, -0.04, -0.02], [-0.24, -0.23, 0.17], [-1.05, 1.34, -1.91], [0.17, 0.23, -0.11], [0.57, 0.20, -0.38], [-0.03, -0.05, 0.01], [-0.81, -0.04, -0.07], [0.12, -0.02, 0.05], [0.09, -0.03, 0.06], [0.59, -0.59, 0.08], [0.10, -0.06, 0.01], [0.10, 0.02, 0.00], [-0.44, -0.24, 0.20], [-0.05, -0.03, 0.03], [0.53, -0.35, -0.37], [-0.78, 0.30, 0.72], [0.91, -0.23, -0.41], [-0.02, -0.11, -0.02], [0.18, -0.09, -0.02], [-0.04, -0.06, 0.01], [0.16, 0.32, -0.24], [0.02, 0.03, -0.09], [-0.01, -0.12, 0.36], [-0.07, -0.01, 0.08], [0.10, 0.16, -0.26], [-0.32, 1.39, 0.58], [0.97, 0.24, 0.27], [-0.08, 0.07, 0.03], [0.26, 0.18, -0.23], [0.09, 0.00, -0.50], [-0.08, -0.12, 0.35], [0.49, -0.29, 0.19], [-1.25, 0.64, 0.37], [1.13, -0.21, -0.22], [-0.21, -0.52, -0.19], [-0.99, -0.96, -0.93], [-0.29, 0.24, -0.52], [-0.05, -0.02, -0.05], [0.04, -0.34, -0.12], [-0.77, 0.29, 0.41], [-0.18, -0.20, 0.58], [-1.09, 0.62, 0.66], [0.71, 0.42, 0.62], [0.34, 0.14, -0.26], [0.07, 0.08, 0.02], [0.02, 0.07, -0.10], [0.05, 0.06, -0.09], [0.37, -0.27, -0.27], [0.00, 0.11, 0.06], [-0.13, -0.06, 0.28], [0.16, -0.15, -0.14], [0.22, -0.18, -0.58], [-0.22, 0.14, 0.24], [-0.06, 0.06, -0.16], [-0.03, -0.01, 0.11], [-0.17, -0.26, 0.09], [-0.02, -0.02, -0.02], [0.09, 0.05, -0.08], [0.60, 0.34, 0.15], [0.03, -0.15, 0.01], [0.00, 0.03, 0.11], [-0.02, 0.20, -0.63], [0.00, 0.05, 0.03], [-0.08, -0.07, 0.05], [-0.02, -0.01, -0.02], [0.46, 0.13, -0.25], [-0.08, -0.03, -0.05], [0.12, 0.11, -0.11], [-0.04, 0.05, 0.08], [-0.03, -0.02, 0.06], [0.08, 0.01, -0.06], [0.19, 0.00, -0.16], [-0.03, -0.01, 0.00], [-0.09, -0.03, 0.02], [-0.12, -0.15, -0.02], [-0.32, 0.05, -0.14], [-0.16, 0.10, -0.14], [0.22, 0.18, -0.17], [0.03, 0.20, -0.05], [0.06, 0.03, -0.01], [0.08, -0.09, -0.59], [0.01, 0.10, -0.04], [0.00, 0.11, 0.06], [-0.01, -0.03, 0.06], [-0.14, -0.12, -0.10], [-0.09, 0.02, 0.05], [0.05, 0.04, -0.01], [0.03, -0.02, 0.01], [0.07, 0.02, -0.06], [-0.21, 0.05, -0.16], [0.13, 0.08, -0.01], [0.03, 0.00, 0.01], [-0.11, 0.00, 0.19], [0.00, -0.06, -0.04], [0.01, 0.08, 0.06], [0.01, -0.12, 0.04], [-0.02, -0.02, -0.03], [-0.18, 0.18, 0.01], [-0.03, 0.03, -0.01], [-0.06, -0.36, 0.25], [-0.01, -0.07, -0.03], [-0.07, 0.03, -0.21], [-0.02, 0.01, -0.02], [0.12, 0.41, 0.00], [-0.08, 0.00, -0.18], [0.03, -0.13, 0.09], [0.05, 0.06, -0.09], [-0.10, 0.03, 0.04], [-0.33, -0.28, 0.08], [-0.06, -0.04, 0.04], [0.03, 0.06, -0.10], [0.09, 0.16, 0.10], [-0.04, 0.04, 0.14], [-0.20, 0.09, -0.02], [-0.15, 0.09, 0.05], [-0.12, -0.05, 0.19], [-0.05, 0.03, -0.10], [-0.08, 0.20, -0.26], [0.37, -0.32, 0.05], [0.13, -0.01, 0.10], [-0.20, 0.16, -0.10], [0.07, -0.14, -0.03], [0.04, 0.01, 0.09], [0.02, -0.07, 0.15], [-0.18, -0.04, 0.04], [0.69, 0.26, -0.18], [0.01, 0.09, 0.07], [0.17, 0.03, 0.12], [-0.10, -0.02, -0.08], [-0.16, -0.08, 0.14], [-0.02, 0.12, 0.02], [-0.01, 0.09, -0.04], [0.08, 0.04, -0.07], [0.00, 0.03, 0.03], [-0.08, -0.10, 0.02], [0.26, -0.34, 0.00], [-0.08, -0.13, 0.08], [-0.27, -0.20, 0.13], [-0.09, 0.16, -0.02], [0.03, 0.00, -0.06], [-0.23, 0.04, -0.02], [-0.01, 0.10, -0.01], [0.06, -0.03, 0.05]],
  "mulliken_charge": [-0.041, 0.117, -0.624, -0.667, -0.441, -0.653, -0.400, -0.618, -0.683, -0.638, -0.643, -0.431, -0.614, 0.029, 0.183, -0.568, -0.327, 0.161, -0.078, -0.178, 1.290, -0.163, 0.113, -0.151, 0.137, -1.025, -0.835, -1.362, -0.863, 0.697, 0.927, -0.997, -1.414, -0.675, -1.437, -1.086, -0.749, -1.684, 0.998, -1.516, 0.909, -1.082, -0.079, -2.023, 0.782, 0.983, -1.405, -0.931, -0.765, -0.898, 0.809, -0.654, 1.641, -1.597, 0.590, -0.723, -0.601, -0.837, -1.165, -0.492, -0.868, -0.875, -1.044, -0.514, -1.647, -1.005, -0.349, -0.803, 0.637, -1.504, 0.630, 0.380, 0.288, 0.281, 0.531, 0.285, 0.043, 0.300, 0.327, 0.578, 0.216, 0.428, 0.889, 0.351, 0.289, 0.975, 0.252, 0.422, 0.084, 0.127, 0.267, 0.319, 0.431, 0.384, 0.477, 0.372, 0.292, 0.447, 0.220, 0.241, 0.303, 0.357, 0.388, 0.736, 0.207, 0.642, 0.305, 0.082, 0.378, 0.286, 0.305, 0.407, 0.404, 0.343, 0.393, 0.376, 0.273, 0.257, 0.321, 0.331, 0.363, 0.263, 0.586, 0.244, 0.362, 0.320, 0.937, 0.272, -0.022, 0.442, 0.448, 0.395, 0.445, 0.294, 0.385, 0.285, 0.383, 0.296, 0.931, 0.157, 0.233, 0.441, 0.135, -0.010, 0.401, 0.354, 0.350, 0.262, -0.227, 0.295, 0.450, 0.221, 0.433, 0.287, 0.334, 0.347, 0.566, 0.233, 0.367, 0.290, 0.232, 0.290, -0.968, 0.302, 0.250, 0.467, 0.400, 0.236, 0.450, -0.004],
  "energy_ev": -107297.112,
  "fmax_ev_per_a": 2.56,
  "spin_multiplicity": 1,
  "homo_ha": -0.3646,
  "orbital_gap_ev": 7.7,
  "total_charge": 1,
  "e_above_lowest_ev": 0.000
}